[1]
ORCA calculation (wB97M-V/def2-TZVPD) on C6H9N2O2 as an isolated structure.

```
19
Properties=species:S:1:pos:R:3:forces:R:3:lowdin_charge:R:1
C -0.26637 -0.64643 -3.47404 -0.8 1.4 -0.1 -0.092
C 0.51753 -1.40013 -0.05940 -1.4 -0.5 -2.2 -0.252
C -0.88457 0.01038 -1.01156 0.0 -2.0 -1.0 -0.118
C -0.22565 -0.74880 -2.01292 0.4 0.6 2.4 -0.441
N -0.53792 -0.55204 0.16877 2.4 0.0 2.8 -0.031
N 0.63548 -1.57580 -1.39211 1.2 -0.6 0.3 0.014
H -0.79605 -0.10849 1.41704 -1.6 0.5 -1.2 0.090
H 1.15126 -2.05667 0.59104 -1.2 1.1 -0.1 0.099
H -1.71217 0.69053 -1.06737 -0.1 0.3 -0.1 0.089
H -1.13243 -1.21290 -3.84882 0.1 0.5 -0.3 0.064
H 0.62712 -1.01639 -3.96177 0.2 0.0 0.1 0.055
H -0.35504 0.47385 -3.57992 -0.2 -1.1 -1.0 0.084
C 1.06597 1.06934 2.39458 -0.5 -0.3 0.6 -0.025
C -0.40442 1.24696 2.78910 -0.9 1.3 1.6 -0.666
O -1.37497 0.56766 2.27164 1.9 -1.0 -0.9 -0.028
O -0.62360 2.03285 3.72162 0.3 0.0 -0.4 -0.036
H 1.30290 -0.00260 2.44767 0.4 0.5 -0.2 0.074
H 1.59235 1.68551 3.09983 0.3 -0.4 1.0 0.057
H 1.42057 1.54319 1.50663 -0.5 -0.3 -1.4 0.062
```
Forces are in eV/Å.

The calculation puts the orbital gap at 8.01 eV. The calculation puts the energy above the lowest of the compared OMol25 structures with the same formula, charge and spin at 126.99 kJ/mol. The charge is -1. The lowest unoccupied orbital energy comes out at 0.1430 Ha. As for the highest occupied orbital energy: -4.1 eV. The calculation puts the electronic energy at -494.0743 hartree. The value obtained for the molar mass is 141.150 g mol⁻¹.


[2]
ORCA calculation (wB97M-V/def2-TZVPD) on a 2-piece molecular cluster, C6H9N2O2 overall.

```
19
Properties=species:S:1:pos:R:3:forces:R:3:lowdin_charge:R:1
C -1.87431 2.23698 -2.93265 -0.9 0.7 -1.5 -0.097
C 0.67336 0.61346 -1.13035 -1.9 -1.3 0.3 -0.205
C -1.54327 0.45252 -0.99610 1.3 2.0 -2.6 -0.079
C -1.16314 1.38192 -1.97980 1.0 -0.7 1.0 -0.380
N -0.38622 -0.05122 -0.52003 0.2 -0.4 1.7 0.041
N 0.21161 1.43042 -2.03612 -0.1 0.5 -0.3 0.048
H -0.49399 -0.59164 0.43044 1.6 0.2 -0.9 0.095
H 1.70739 0.33176 -1.04497 0.0 0.1 0.4 0.084
H -2.50910 0.13084 -0.72978 -0.7 -0.4 0.6 0.094
H -2.26262 1.66093 -3.80983 0.0 0.4 0.7 0.074
H -1.23711 3.02084 -3.37416 0.3 -0.6 0.3 0.066
H -2.66042 2.85146 -2.50132 -0.6 -0.4 0.2 0.056
C 2.30361 -1.22058 1.51490 -1.6 -0.9 1.4 -0.026
C 0.77142 -1.48624 2.39738 3.9 1.0 -1.5 -0.715
O -0.26532 -1.29599 1.77931 -2.0 0.0 -0.6 -0.060
O 1.01002 -1.82181 3.53507 -0.2 -0.6 1.2 -0.039
H 2.93718 -0.77660 2.26402 0.2 0.2 0.5 0.007
H 2.34761 -0.52308 0.65950 -0.3 -1.0 0.0 -0.004
H 2.66275 -2.27967 1.42190 -0.2 1.1 -0.7 0.042
```
Forces are in eV/Å.

The calculation puts the orbital gap at 8.14 eV. The calculation puts the energy above the lowest of the compared OMol25 structures with the same formula, charge and spin at 121.99 kJ/mol. The charge is -1. The lowest unoccupied orbital energy comes out at 0.1318 Ha. As for the highest occupied orbital energy: -4.5 eV. The calculation puts the electronic energy at -494.0762 hartree. The value obtained for the molar mass is 141.150 g mol⁻¹.


[3]
ORCA calculation (wB97M-V/def2-TZVPD) on a 2-piece molecular cluster, C6H9N2O2 overall.

```
19
Properties=species:S:1:pos:R:3:forces:R:3:mulliken_spin:R:1
C 1.02633 -0.77794 0.09858 0.8 -1.6 -2.4 0.012
C -0.47019 0.62018 -1.23741 0.0 -0.1 -0.3 -0.003
C -0.94820 1.21204 0.10103 0.1 1.1 -0.7 0.032
C -1.30406 -1.09085 0.15248 -0.2 -1.0 -0.7 0.023
C -0.18459 -0.84518 -0.85546 0.1 0.3 -0.1 -0.019
C 0.51463 -0.28011 1.25890 0.3 0.6 1.6 0.449
N 3.55245 1.11733 0.14240 -0.5 4.1 1.1 0.752
N -0.89183 0.03080 1.03040 0.0 0.1 0.7 0.006
O 2.20188 -1.09360 -0.23806 -4.4 -2.1 0.8 0.478
O 3.66036 0.04790 -0.13860 3.8 -1.4 -1.0 0.286
H -1.24786 0.66839 -1.99756 0.0 0.1 0.1 -0.001
H 0.41326 1.11992 -1.62976 0.0 0.0 0.1 -0.006
H -0.29899 2.00403 0.47477 -0.1 -0.1 0.1 -0.002
H -1.96969 1.58590 0.04500 0.0 -0.1 0.2 0.007
H -2.30598 -0.94478 -0.24890 0.0 0.1 0.1 0.007
H -1.23474 -2.04353 0.67596 0.0 0.1 0.1 -0.003
H -0.08431 -1.53976 -1.67933 0.0 -0.1 0.0 -0.001
H 1.00207 0.03737 2.15998 0.1 0.2 0.2 -0.011
H -1.43054 0.17191 1.88559 0.0 -0.1 0.0 -0.005
```
Forces are in eV/Å.

As for the expectation value of S²: 2.0398. The calculation puts the orbital gap (spin up / spin down) at 7.51 / 7.61 eV. The calculation puts the energy above the lowest of the compared OMol25 structures with the same formula, charge and spin at 225.89 kJ/mol. The charge is +1. The lowest unoccupied orbital energy (spin up / spin down) comes out at -0.1239 / -0.2483 Ha. The multiplicity is 3. As for the highest occupied orbital energy (spin up / spin down): -10.9 / -14.4 eV. The calculation puts the electronic energy at -493.5590 hartree. The value obtained for the molar mass is 141.150 g mol⁻¹.


[4]
ORCA calculation (wB97M-V/def2-TZVPD) on a 2-piece molecular cluster, C6H9N2O2P overall.

```
20
Properties=species:S:1:pos:R:3:forces:R:3:mulliken_spin:R:1
C -2.78016 -0.91483 -0.06358 1.3 -1.1 -0.5 0.047
C -3.65363 -0.67884 0.99112 -3.9 -1.4 -0.5 -0.018
C -1.60724 -0.14706 -0.14617 -0.4 -1.7 -1.1 0.052
C -3.57896 0.47153 1.75191 0.2 -0.2 -0.5 0.042
C -1.62764 0.83257 0.80313 2.6 1.3 -1.5 0.875
C 2.75808 0.68800 -1.31894 0.4 1.0 0.8 0.253
N -2.52981 1.26024 1.56128 -0.1 0.5 1.2 0.007
N 3.87158 1.46714 -0.85479 1.1 -4.1 0.3 0.083
O 2.62123 -0.93676 0.88053 1.3 -1.9 -1.5 0.013
O 1.15322 -1.61365 -1.11730 0.1 1.3 0.7 0.205
P 1.49979 -0.44218 -0.22129 1.9 -1.4 -0.4 0.422
H -2.83472 -1.77037 -0.79041 -0.5 0.9 1.0 0.011
H -4.64821 -1.29684 1.05485 2.2 1.1 0.0 0.002
H -0.81002 -0.48935 -0.89735 -1.4 1.1 1.4 -0.008
H -4.29981 0.86508 2.43729 -0.6 -0.4 0.3 -0.006
H 3.08488 -0.00582 -2.03139 0.4 -1.4 -0.9 0.006
H 2.05632 1.30976 -1.77860 -1.0 1.1 -0.9 -0.007
H 4.55175 0.83198 -0.30691 -1.4 1.8 -1.0 0.005
H 3.58974 2.23692 -0.33864 -0.4 1.6 1.4 0.000
H 3.18362 -1.66752 0.38524 -1.6 1.8 1.6 0.016
```
Forces are in eV/Å.

As for the expectation value of S²: 2.0134. The calculation puts the orbital gap (spin up / spin down) at 8.41 / 7.70 eV. The lowest unoccupied orbital energy (spin up / spin down) comes out at 0.0247 / -0.0721 Ha. The multiplicity is 3. As for the highest occupied orbital energy (spin up / spin down): -7.7 / -9.7 eV. The calculation puts the electronic energy at -835.2437 hartree. The value obtained for the molar mass is 172.124 g mol⁻¹.


[5]
ORCA calculation (wB97M-V/def2-TZVPD) on an isolated molecule of C6H9N3.

```
18
Properties=species:S:1:pos:R:3:forces:R:3:lowdin_charge:R:1
C 0.95276 0.96554 0.01829 -1.5 1.6 -2.8 -0.364
C 1.02977 0.11365 1.24631 0.5 0.2 0.7 -0.169
C 0.31224 -1.18539 1.08156 -1.1 -2.7 1.7 -0.144
C -0.51677 -0.90388 -0.09055 -0.8 0.4 -0.6 -0.221
C -1.52544 -0.77394 -2.00415 -3.4 -2.6 -1.0 -0.210
C -0.09974 0.22047 -0.78221 -0.8 -2.7 2.2 -0.212
H 1.00243 3.12330 -0.25974 -1.9 -3.1 2.8 0.155
H -0.30853 2.52390 0.85319 0.5 -0.5 -0.6 0.073
H 1.76702 1.19180 -0.72250 0.2 -0.9 1.3 0.153
H 2.04803 0.00886 1.48230 1.3 -0.3 0.9 0.103
H 0.53157 0.68895 2.02443 0.2 0.0 0.1 0.118
H -0.29973 -1.48367 2.01767 1.0 0.5 -1.3 0.138
H 0.99508 -2.05827 0.90498 -0.4 0.7 0.0 0.126
H -1.97209 -2.36940 -0.60574 -1.0 -2.1 0.3 0.104
H -2.24737 -1.04945 -2.88274 1.6 0.7 1.9 0.144
N 0.62173 2.29878 0.48024 1.6 4.4 -2.4 -0.020
N -1.55640 -1.52630 -0.80053 3.5 4.0 -1.1 0.139
N -0.73455 0.21504 -1.96079 0.5 2.3 -2.1 0.085
```
Forces are in eV/Å.

The calculation puts the orbital gap at 9.06 eV. The calculation puts the energy above the lowest of the compared OMol25 structures with the same formula, charge and spin at 101.65 kJ/mol. The lowest unoccupied orbital energy comes out at 0.0346 Ha. As for the highest occupied orbital energy: -8.1 eV. The calculation puts the electronic energy at -398.2367 hartree. The SMILES is N[C@H]1CCc2[nH]cnc21. The value obtained for the molar mass is 123.159 g mol⁻¹.


[6]
ORCA calculation (wB97M-V/def2-TZVPD) on a 3-piece molecular cluster, C6H9N3 overall.

```
18
Properties=species:S:1:pos:R:3:forces:R:3:lowdin_charge:R:1
C -2.12449 -2.88669 1.89064 -3.1 2.2 1.2 -0.041
C -3.69190 -2.75329 2.13672 0.5 -0.3 -1.0 -0.232
N -4.85437 -2.67834 2.15613 2.1 -0.1 0.2 0.093
H -1.96905 -3.68772 1.21873 0.2 -0.8 -0.6 0.047
H -1.81957 -1.89466 1.46969 -0.1 -1.0 0.4 0.072
H -1.70239 -3.04961 2.87913 0.3 0.0 -0.2 0.064
C 1.16493 -0.46481 -0.22086 -6.4 4.3 -6.0 -0.063
C 0.82689 0.65872 0.52828 -1.2 7.5 7.4 -0.277
N 0.55289 1.50489 1.37651 1.6 -5.1 -5.7 0.126
H 1.09689 -0.16636 -1.38421 0.2 -1.1 2.6 0.150
H 1.95375 -0.91035 -0.02427 7.8 -3.6 1.9 0.001
H 0.38463 -1.07133 0.07567 -1.9 -2.1 -0.2 0.056
C 1.30030 3.24531 -2.04251 2.5 1.1 4.0 -0.079
C 2.36518 2.24388 -2.17215 2.9 -2.0 -0.7 -0.304
N 3.28531 1.51490 -2.30867 -3.1 2.2 0.5 0.121
H 0.40387 2.85891 -2.38392 -1.7 0.0 -1.6 0.040
H 1.06131 3.28050 -0.87622 0.7 0.2 -2.2 0.111
H 1.76581 4.25606 -2.31868 -1.4 -1.5 -0.1 0.116
```
Forces are in eV/Å.

The calculation puts the orbital gap at 11.80 eV. The calculation puts the energy above the lowest of the compared OMol25 structures with the same formula, charge and spin at 263.61 kJ/mol. The lowest unoccupied orbital energy comes out at 0.0111 Ha. As for the highest occupied orbital energy: -11.5 eV. The calculation puts the electronic energy at -398.1750 hartree. The SMILES is CC#N.CC#N.CC#N. The value obtained for the molar mass is 123.159 g mol⁻¹.